Molecular formula: C23H20AuN5O3
Method: DFT, wB97M-V/def2-TZVPD

```
52
Properties=species:S:1:pos:R:3:mulliken_charge:R:1
Au 0.008 -0.116 0.143 1.0347
O 0.691 -0.518 2.432 -0.4966
O -0.208 -6.777 1.520 -0.4081
O 0.119 -2.262 0.328 -0.7170
N 4.435 0.068 -0.222 0.0282
N 0.090 2.001 -0.139 0.4871
N 1.278 2.590 -0.212 -0.9698
N 2.150 0.422 -0.307 -0.5881
N -2.086 0.453 -0.170 -0.4511
C 0.258 -1.389 3.176 0.7373
C 4.724 1.431 -0.175 0.2926
C -0.105 -5.156 3.182 -0.8804
C -0.033 -4.477 0.875 -0.1633
C -0.179 -7.203 0.157 -0.8127
C 2.312 1.802 -0.231 0.4711
C -4.619 1.529 -0.184 -0.2006
C -0.001 -3.835 3.595 -0.8190
C 3.187 -0.370 -0.293 -0.2757
C 0.090 -2.781 2.706 0.6083
C 5.230 4.149 -0.108 -0.7924
C 6.039 1.876 -0.116 -0.8856
C 3.927 3.710 -0.162 -0.3182
C -0.138 -1.002 4.573 -1.1614
C 3.652 2.338 -0.193 0.7987
C -1.026 2.586 -0.353 -0.1104
C 6.284 3.233 -0.081 -0.4305
C -4.441 0.155 -0.148 -0.7463
C -3.148 -0.344 -0.129 -0.1410
C -3.509 2.359 -0.238 -0.7664
C 0.067 -3.108 1.265 0.3263
C -2.243 1.792 -0.243 0.6367
C -0.114 -5.489 1.795 0.7120
H 0.730 -6.856 -0.336 0.3491
H -3.618 3.435 -0.274 0.4065
H -1.126 -0.537 4.525 0.3133
H -0.175 -5.959 3.904 0.4914
H -0.195 -8.286 0.178 0.2497
H -0.070 -4.662 -0.189 0.4858
H -5.615 1.950 -0.176 0.4536
H -1.061 3.630 -0.647 0.4645
H 5.204 -0.587 -0.222 0.2723
H 3.106 4.413 -0.183 0.4807
H 3.019 -1.437 -0.366 0.5031
H 5.444 5.208 -0.087 0.4339
H -5.281 -0.523 -0.140 0.3985
H 0.040 -3.647 4.658 0.3106
H 6.853 1.162 -0.105 0.3901
H -0.187 -1.821 5.282 0.3737
H 7.305 3.587 -0.034 0.4252
H -2.951 -1.408 -0.093 0.5003
H -1.055 -6.835 -0.381 0.3553
H 0.551 -0.242 4.935 0.3440
```

- 2S+1 = 3
- charge = +2
- E_HOMO (spin up / spin down) (eV) = -13.90 / -13.87
- orbital gap (spin up / spin down) (eV) = 7.432 / 5.545
- maximum force (eV/A) = 1.3
- energy (eV) = -41444.5655

***

Molecular formula: C20H33N6
Method: DFT, wB97M-V/def2-TZVPD

```
59
Properties=species:S:1:pos:R:3:mulliken_charge:R:1
N 1.855 0.330 -2.130 -0.6091
N -0.044 1.528 -0.193 0.5337
N -2.952 1.775 -0.770 0.3056
N 2.255 -1.284 -0.630 1.1582
N 2.727 -1.638 -1.637 -0.3914
N 2.540 -1.025 -2.665 -0.8299
C -1.032 1.794 0.807 -1.0754
C 3.213 -1.385 1.633 -1.4044
C -0.708 1.077 -1.359 0.1064
C 2.197 1.997 0.474 -1.5061
C 3.016 -3.583 0.359 -1.4979
C -3.871 0.814 -0.356 -2.6255
C -2.250 2.516 0.416 -1.2035
C 0.947 -2.151 1.018 -1.1848
C 2.287 -2.117 0.833 1.2650
C -2.682 -2.812 -0.360 -0.5443
C 1.732 0.181 -0.726 0.5648
C -2.745 -1.947 1.848 -1.2839
C -2.026 1.612 -1.810 -1.2210
C 2.017 3.181 1.304 0.0942
C -3.285 -0.780 1.421 -0.2840
C 1.286 0.951 0.190 0.3985
C -2.635 -2.823 0.906 -0.4149
C -3.196 -1.501 -0.837 -0.1116
C 3.169 4.202 1.524 -1.6245
C -3.604 -0.369 0.248 1.4987
H -1.362 0.613 1.088 -0.1399
H -1.783 2.783 -2.099 0.2910
H 3.219 1.690 0.462 0.5349
H 4.165 -1.113 1.453 0.5174
H 1.037 -2.902 2.019 0.3927
H -2.312 -3.768 1.404 0.2647
H 2.822 -0.339 2.148 0.1443
H 4.054 3.795 1.787 0.4365
H -2.816 -1.959 2.821 0.7946
H 0.589 -1.400 1.671 0.3047
H 2.468 -3.821 -0.494 0.4902
H 0.303 -2.887 0.479 0.1647
H 2.373 2.588 -0.779 0.4256
H -3.174 -1.266 -1.984 0.2142
H -3.550 -0.052 2.112 0.4849
H 1.733 2.673 2.361 0.1857
H -4.398 0.658 -1.370 0.5370
H 0.994 0.508 1.289 -0.2847
H -0.030 0.816 -2.409 0.4252
H 1.089 3.589 0.893 0.1728
H -1.031 -0.110 -0.803 -0.0448
H -1.927 3.593 0.348 0.1781
H -2.339 -3.406 -1.128 0.5714
H 3.039 -4.109 1.264 0.4927
H 3.473 4.761 0.451 0.2548
H 0.041 2.524 -0.549 0.5771
H -0.601 2.166 1.571 1.2628
H 3.301 -1.943 2.729 0.3317
H -4.480 1.383 0.086 0.9303
H -2.507 1.199 -2.615 0.5944
H -2.870 2.475 1.339 0.4720
H 3.036 4.971 2.155 0.5044
H 3.936 -3.224 -0.008 0.4056
```

- 2S+1 = 1
- charge = +1
- E_HOMO (eV) = -11.71
- orbital gap (eV) = 9.172
- maximum force (eV/A) = 19.4
- energy (eV) = -30189.9833

***

Molecular formula: C3H4Br2N2
Method: DFT, wB97M-V/def2-TZVPD

```
11
Properties=species:S:1:pos:R:3:mulliken_charge:R:1
Br 2.664 0.866 0.236 -0.0007
Br 1.622 -2.240 0.047 -0.0489
N 0.504 -0.883 0.937 -0.2737
N 0.881 0.594 0.562 -0.1662
C -0.064 1.035 -0.448 -0.2794
C -0.817 -0.950 0.497 -0.2734
C -1.201 0.076 -0.257 -0.3171
H -0.338 2.068 -0.211 0.2964
H 0.319 1.009 -1.480 0.2779
H -2.177 0.236 -0.673 0.3955
H -1.394 -1.811 0.790 0.3896
```

- 2S+1 = 1
- E_HOMO (eV) = -8.70
- orbital gap (eV) = 8.412
- maximum force (eV/A) = 2.7
- SMILES = BrN1C=CCN1Br
- energy (eV) = -146237.3388

***

Molecular formula: C5H10N
Method: DFT, wB97M-V/def2-TZVPD

```
16
Properties=species:S:1:pos:R:3:mulliken_charge:R:1
N 0.902 -0.632 0.304 -0.1636
C -1.585 -0.955 -0.089 -0.8220
C 2.097 0.173 -0.021 -0.8572
C -2.204 0.173 0.256 -0.1994
C -0.309 -0.253 -0.483 0.2091
C -1.012 1.052 -0.026 -0.9724
H 2.935 -0.116 0.610 0.3645
H -1.157 1.799 -0.804 0.3106
H 2.372 0.022 -1.064 0.3495
H -1.865 -1.988 -0.144 0.4387
H -3.195 0.415 0.583 0.4208
H 1.102 -1.627 0.139 0.3684
H 1.883 1.228 0.134 0.3420
H 0.674 -0.528 1.301 0.4208
H -0.056 -0.293 -1.544 0.4595
H -0.580 1.532 0.850 0.3305
```

- 2S+1 = 1
- charge = +1
- E_HOMO (eV) = -14.35
- orbital gap (eV) = 10.979
- maximum force (eV/A) = 0.8
- SMILES = C[NH2+][C@H]1C=CC1
- energy (eV) = -6829.1667

***

Molecular formula: C2H8NOS
Method: DFT, wB97M-V/def2-TZVPD

```
13
Properties=species:S:1:pos:R:3:mulliken_charge:R:1
S -1.273 0.355 1.009 -0.1359
O -2.111 2.065 -2.147 -0.6225
N 0.706 -2.002 -0.009 -0.6090
C 1.187 -0.939 0.861 -0.4842
C 0.479 0.399 0.695 -0.5386
H -2.093 1.306 -1.543 0.2762
H 0.605 0.772 -0.327 0.3074
H 0.653 -1.669 -0.957 0.2451
H -0.264 -2.199 0.249 0.2434
H -2.233 2.835 -1.586 0.3303
H 0.991 1.162 1.273 0.3446
H 1.115 -1.291 1.887 0.3184
H 2.238 -0.794 0.595 0.3249
```

- 2S+1 = 2
- E_HOMO (spin up / spin down) (eV) = -9.61 / -9.35
- orbital gap (spin up / spin down) (eV) = 10.380 / 6.936
- maximum force (eV/A) = 0.9
- energy (eV) = -16575.2089